Below is a molecular structure, C29H38N4O2P2Ru at a distorted geometry, with properties calculated with ωB97M-V with the def2-TZVPD basis set.

The geometry in ORCA input format:
```
! wB97M-V def2-TZVPD RIJCOSX def2/J DEFGRID3
* xyz 2 5
Ru 1.212 0.180 0.296
C -0.134 -1.565 -3.463
C -1.183 -1.145 -2.747
C -2.204 -2.066 -2.140
C -1.593 -3.256 -1.380
C -0.394 -2.880 -0.555
C 0.845 -2.633 -1.009
C 1.422 -3.096 -2.300
C 0.467 -2.936 -3.492
C 2.370 0.670 1.968
H 0.299 -0.885 -4.200
H -1.460 -0.094 -2.810
H -2.861 -2.474 -2.927
H -2.863 -1.499 -1.474
H -2.381 -3.646 -0.707
H -1.365 -4.068 -2.093
H -0.595 -2.999 0.509
H 1.629 -2.274 -0.355
H 1.758 -4.147 -2.223
H 2.333 -2.516 -2.504
H 1.063 -3.060 -4.413
H -0.290 -3.735 -3.487
H 3.178 1.375 1.721
H 2.841 -0.198 2.440
H 1.764 1.166 2.727
P -0.462 -0.409 1.693
P -0.325 1.417 -0.862
N 0.318 -2.043 2.276
N -0.880 0.142 3.313
N 0.588 1.249 -2.555
N -0.589 3.269 -0.935
C -1.995 -0.351 0.672
C -1.993 0.799 -0.408
C 1.636 -2.284 1.908
C 2.054 -3.517 2.370
C 0.912 -4.135 2.950
C -0.132 -3.206 2.903
C -0.013 0.104 4.422
C -0.755 0.171 5.585
C -2.132 0.300 5.203
C -2.175 0.333 3.822
C 1.806 0.590 -2.535
C 2.378 0.625 -3.807
C 1.475 1.311 -4.651
C 0.363 1.662 -3.875
C -0.467 4.146 -2.016
C -1.081 5.361 -1.705
C -1.576 5.249 -0.378
C -1.282 3.961 0.059
H -2.855 -0.195 1.340
H -2.136 -1.350 0.211
H -2.543 0.515 -1.312
H -2.516 1.676 0.012
H 2.168 -1.575 1.259
H 3.068 -3.894 2.242
H 0.853 -5.158 3.301
H -1.141 -3.269 3.284
H 1.056 0.076 4.296
H -0.363 0.139 6.591
H -2.988 0.355 5.862
H -2.994 0.523 3.141
H 2.235 0.251 -1.582
H 3.354 0.208 -4.019
H 1.654 1.555 -5.698
H -0.523 2.245 -4.147
H 0.068 3.867 -2.912
H -1.180 6.213 -2.369
H -2.083 6.010 0.203
H -1.511 3.482 0.995
C 0.851 3.310 2.284
O 1.726 3.270 1.092
C 1.839 2.267 0.174
O 2.537 2.501 -0.815
H 0.184 4.172 2.163
H 1.466 3.446 3.193
H 0.244 2.393 2.379
*
```

⟨S²⟩ = 6.04
Energy relative to the best compared isomer or geometry (same formula, charge and spin) = 1.2 kcal per mole
LUMO level (alpha / beta) = -0.243 / -0.366 Ha
Gap between HOMO and LUMO (alpha / beta) = 5.6 / 2.8 eV
E_HOMO (alpha / beta) = -12.20 / -12.71 eV
F_max = 3.78 eV/A

Formally, the Mulliken partial charges of the atoms, in units of the elementary charge, are as follows:
1 Ru -0.692
2 C -0.774
3 C -0.577
4 C -1.289
5 C -1.568
6 C 0.771
7 C -1.167
8 C -1.243
9 C -0.945
10 C -1.383
11 H 0.729
12 H 1.665
13 H 0.465
14 H 0.523
15 H 0.434
16 H 0.518
17 H 0.910
18 H 0.600
19 H 0.402
20 H 0.261
21 H 0.480
22 H 0.311
23 H 0.618
24 H 0.588
25 H 0.254
26 P 1.222
27 P 0.122
28 N 0.677
29 N 0.811
30 N 0.885
31 N 0.648
32 C -0.777
33 C -1.504
34 C -0.436
35 C -1.229
36 C -0.729
37 C -0.688
38 C -0.530
39 C -0.730
40 C -0.749
41 C -0.538
42 C -0.307
43 C -0.805
44 C -1.308
45 C -0.302
46 C -0.413
47 C -0.778
48 C -0.920
49 C -0.395
50 H 0.843
51 H -0.517
52 H 0.929
53 H 0.830
54 H 0.709
55 H 0.493
56 H 0.451
57 H 0.536
58 H 0.450
59 H 0.497
60 H 0.465
61 H 0.393
62 H 0.618
63 H 0.604
64 H 0.481
65 H 0.797
66 H 0.783
67 H 0.478
68 H 0.509
69 H 0.856
70 C -0.722
71 O -0.290
72 C 0.475
73 O -0.615
74 H 0.368
75 H 0.303
76 H 0.156

Below is 2 unconnected molecules or ions with the total composition C2H4ClP at a distorted geometry, with properties calculated with ωB97M-V with the def2-TZVPD basis set.

The geometry in ORCA input format:
```
! wB97M-V def2-TZVPD RIJCOSX def2/J DEFGRID3
* xyz 0 1
C 0.037 -0.879 -0.213
C -1.365 -0.641 0.012
P 1.624 -0.856 -0.240
Cl 2.358 2.730 0.051
H 2.446 1.408 -0.166
H -1.426 -1.123 1.023
H -2.071 -1.150 -0.473
H -1.603 0.512 0.006
*
```

Energy relative to the best compared isomer or geometry (same formula, charge and spin) = 38.9 kcal per mole
LUMO level = -0.002 Ha
Gap between HOMO and LUMO = 9.6 eV
E_HOMO = -9.63 eV
F_max = 4.98 eV/A

Formally, the Mulliken partial charges of the atoms, in units of the elementary charge, are as follows:
1 C 0.268
2 C -0.617
3 P -0.328
4 Cl -0.230
5 H 0.133
6 H 0.220
7 H 0.330
8 H 0.223

Below is 11 unconnected molecules or ions with the total composition C50H82N6O16 at a distorted geometry, with properties calculated with ωB97M-V with the def2-TZVPD basis set.

The geometry in ORCA input format:
```
! wB97M-V def2-TZVPD RIJCOSX def2/J DEFGRID3
* xyz -3 2
C 4.702 1.524 -0.668
C 5.919 0.871 0.078
C 5.841 -0.636 0.280
C 7.172 -1.323 0.580
C 8.126 -1.049 -0.540
C 8.514 0.478 -0.655
N 7.210 1.185 -0.808
O 7.216 2.411 -1.439
C 9.247 0.735 -2.011
C 9.318 0.946 0.533
C 6.051 1.635 1.507
H 4.632 1.515 -1.755
H 4.686 2.581 -0.399
H 3.773 1.153 -0.234
H 5.542 -1.160 -0.628
H 5.099 -0.967 1.006
H 7.044 -2.405 0.530
H 7.485 -1.149 1.609
H 7.714 -1.384 -1.492
H 9.003 -1.681 -0.398
H 10.109 0.069 -2.020
H 9.665 1.742 -2.015
H 8.672 0.416 -2.880
H 10.382 0.710 0.533
H 8.872 0.520 1.432
H 9.180 2.028 0.519
H 6.372 2.653 1.287
H 6.847 1.428 2.223
H 5.074 1.652 1.990
C 1.125 -1.070 -2.115
C 1.760 -1.048 -3.524
C 1.041 -2.045 -4.490
C -0.474 -1.785 -4.810
C -0.938 -0.377 -4.615
C 0.064 0.729 -4.768
N 1.449 0.325 -4.095
O 2.396 1.284 -4.070
C -0.616 1.881 -4.184
C 0.341 0.901 -6.302
C 3.288 -1.313 -3.612
H 1.302 -0.174 -1.520
H 1.713 -1.777 -1.530
H 0.119 -1.486 -2.064
H 1.188 -3.047 -4.085
H 1.644 -2.171 -5.389
H -1.174 -2.290 -4.144
H -0.805 -2.147 -5.783
H -1.368 -0.379 -3.614
H -1.789 -0.230 -5.280
H -0.762 1.765 -3.110
H -1.560 2.283 -4.551
H -0.050 2.750 -4.520
H 0.924 0.049 -6.651
H 0.857 1.833 -6.531
H -0.571 0.844 -6.897
H 3.387 -2.345 -3.276
H 3.951 -0.790 -2.923
H 3.936 -1.124 -4.468
C -1.830 -1.180 4.694
N -3.052 -0.960 3.825
C -3.759 0.131 3.937
C -4.901 0.358 3.112
C -5.317 -0.607 2.185
C -4.574 -1.751 2.184
C -3.440 -1.944 2.990
C -6.548 -0.409 1.385
C -6.740 -0.809 0.048
C -8.012 -0.567 -0.564
N -8.868 0.297 0.045
C -8.648 0.843 1.243
C -7.572 0.361 1.986
C -10.061 0.901 -0.774
H -2.075 -2.063 5.284
H -1.559 -0.395 5.400
H -0.967 -1.365 4.054
H -3.411 0.913 4.596
H -5.412 1.301 3.242
H -4.910 -2.560 1.551
H -2.903 -2.874 3.111
H -5.914 -1.263 -0.478
H -8.278 -0.710 -1.601
H -9.530 1.335 1.625
H -7.496 0.738 2.995
H -9.886 1.936 -1.068
H -10.899 1.017 -0.087
H -10.208 0.306 -1.676
C -2.497 2.792 1.870
C -2.299 1.959 0.545
N -1.351 0.879 0.820
C -1.643 -0.461 0.414
C -0.478 -1.151 0.726
N 0.434 -0.265 1.264
C -0.138 0.960 1.392
C 1.772 -0.595 1.637
H -3.192 3.590 1.612
H -1.622 3.336 2.226
H -2.819 2.108 2.656
H -1.730 2.453 -0.242
H -3.279 1.604 0.228
H -2.592 -0.722 -0.031
H -0.096 -2.153 0.595
H 0.295 1.889 1.733
H 1.971 -0.095 2.585
H 2.460 -0.422 0.810
H 1.841 -1.682 1.645
C 1.414 -4.053 4.020
C -0.066 -3.903 3.838
O -0.858 -4.029 4.781
O -0.360 -3.689 2.649
H 1.676 -4.860 3.337
H 1.731 -4.063 5.063
H 1.902 -3.251 3.465
C -4.021 1.295 -2.285
C -4.963 1.902 -3.208
O -4.671 2.001 -4.445
O -6.125 2.008 -2.792
H -4.508 0.929 -1.381
H -3.485 2.228 -2.111
H -3.363 0.579 -2.776
C 2.262 2.073 5.641
C 1.254 0.995 5.313
O 1.531 -0.088 5.823
O 0.220 1.326 4.657
H 1.867 2.501 6.562
H 2.359 2.874 4.908
H 3.280 1.809 5.929
C -6.001 3.403 0.854
C -6.582 3.760 2.203
O -5.806 3.690 3.175
O -7.837 4.104 2.259
H -6.802 3.437 0.116
H -5.668 2.365 0.855
H -5.167 4.040 0.561
C 2.227 -4.496 0.405
C 3.537 -4.543 -0.213
O 3.861 -5.637 -0.770
O 4.296 -3.539 -0.125
H 2.101 -3.730 1.170
H 2.177 -5.360 1.069
H 1.399 -4.737 -0.262
C -2.537 -3.905 -0.017
C -3.505 -3.217 -1.059
O -2.949 -2.272 -1.778
O -4.709 -3.435 -1.026
H -2.447 -3.355 0.920
H -1.553 -3.965 -0.482
H -3.016 -4.868 0.164
C 1.731 4.532 -0.119
C 0.945 3.705 -1.157
O 1.467 2.663 -1.575
O -0.239 4.036 -1.482
H 2.753 4.172 -0.002
H 1.201 4.480 0.832
H 1.935 5.541 -0.478
*
```

⟨S²⟩ = 0.76
LUMO level = 0.077 Ha
Gap between HOMO and LUMO = 3.5 eV
E_HOMO = -1.42 eV
F_max = 8.62 eV/A

These are the Mulliken partial charges, in e, on atoms 1 to 99:
1 C -1.514
2 C 2.119
3 C -0.790
4 C -1.031
5 C -1.281
6 C 1.560
7 N 0.600
8 O -0.609
9 C -1.788
10 C -1.751
11 C -1.964
12 H 0.309
13 H 0.488
14 H 0.018
15 H 0.161
16 H 0.275
17 H 0.463
18 H 0.404
19 H 0.354
20 H 0.433
21 H 0.456
22 H 0.362
23 H 0.379
24 H 0.405
25 H 0.266
26 H 0.367
27 H 0.552
28 H 0.275
29 H 0.417
30 C -0.892
31 C 1.445
32 C -1.674
33 C -1.225
34 C -0.249
35 C 1.360
36 N 1.129
37 O -0.346
38 C -1.269
39 C -1.641
40 C -1.511
41 H -0.176
42 H 0.404
43 H 0.263
44 H 0.648
45 H 0.567
46 H 0.393
47 H 0.451
48 H -0.878
49 H 1.054
50 H 0.087
51 H 0.392
52 H 0.391
53 H 0.431
54 H 0.322
55 H 0.348
56 H 0.494
57 H 0.051
58 H 0.467
59 C -0.817
60 N 0.377
61 C -0.367
62 C -0.450
63 C 1.106
64 C 0.144
65 C -1.124
66 C 0.740
67 C -0.505
68 C -0.642
69 N 0.064
70 C -0.266
71 C -0.520
72 C -0.789
73 H 0.511
74 H 0.271
75 H 0.077
76 H 0.395
77 H -0.156
78 H 0.632
79 H 0.467
80 H 0.464
81 H 0.320
82 H 0.324
83 H 0.486
84 H 0.357
85 H 0.331
86 H 0.280
87 C -1.291
88 C 1.083
89 N 1.251
90 C -0.187
91 C -0.730
92 N 1.370
93 C -1.026
94 C -0.256
95 H 0.369
96 H 0.556
97 H 0.023
98 H -0.253
99 H -0.895

Below is a single C3H7NS2 molecule at a distorted geometry, with properties calculated with ωB97M-V with the def2-TZVPD basis set.

The geometry in ORCA input format:
```
! wB97M-V def2-TZVPD RIJCOSX def2/J DEFGRID3
* xyz 0 1
C -0.845 -0.379 1.382
C -0.776 -0.156 -0.139
C 1.597 -1.046 -2.858
H -1.938 1.763 1.466
H -1.613 -1.078 1.664
H 0.067 -0.757 1.783
H -1.320 0.656 -0.563
H -1.124 -1.091 -0.574
H 1.279 -1.408 -3.854
H 2.699 -0.792 -2.798
N 0.654 -0.897 -2.064
S -1.144 1.219 2.362
S 0.988 -0.065 -0.673
*
```

Energy relative to the best compared isomer or geometry (same formula, charge and spin) = 40.0 kcal per mole
LUMO level = 0.033 Ha
Gap between HOMO and LUMO = 9.6 eV
E_HOMO = -8.67 eV
F_max = 3.59 eV/A

Formally, the Mulliken partial charges of the atoms, in units of the elementary charge, are as follows:
1 C -0.683
2 C -0.453
3 C -0.241
4 H 0.101
5 H 0.354
6 H 0.373
7 H 0.407
8 H 0.266
9 H 0.218
10 H 0.207
11 N -0.312
12 S -0.199
13 S -0.036

What is the F_max in the fourth record?
3.59 eV/A

Number 4 is which compound?
C3H7NS2

Which formula does entry 4 have?
C3H7NS2